This record from the Open Molecules 2025 dataset describes a cluster of 2 separate species, C4H7NO in total. The level of theory is ωB97M-V/def2-TZVPD.

```
13
Properties=species:S:1:pos:R:3:nbo_charge:R:1
O 2.4435 -1.5831 -0.4647 -0.576
C 1.7674 -0.5834 -0.5264 0.542
N 0.8054 -0.2619 0.4017 -0.631
C 0.0184 0.8949 0.3629 -0.011
C -0.9661 1.1612 1.2208 -0.473
C -1.1901 -0.6927 -1.4716 -0.196
H 1.8459 0.1640 -1.3355 0.125
H 0.7107 -0.9039 1.1791 0.412
H 0.2761 1.5712 -0.4468 0.221
H -1.2287 0.4806 2.0266 0.199
H -1.5358 2.0777 1.1291 0.219
H -2.1062 -0.6026 -0.8465 0.086
H -0.8404 -1.7220 -1.2287 0.082
```

Values from the calculation:
gap between HOMO and LUMO (spin up / spin down): 8.3 / 8.3 eV
ΔE to the lowest compared entry with this formula, charge and spin: 130.0 kcal per mole
E_LUMO (spin up / spin down): -0.03392 / -0.03402 Eh
highest occupied orbital energy (spin up / spin down): -9.217 / -9.221 eV


This record from the Open Molecules 2025 dataset describes an isolated molecule of C4H7NO at a distorted geometry. The level of theory is ωB97M-V/def2-TZVPD.

```
13
Properties=species:S:1:pos:R:3:nbo_charge:R:1
C -1.6093 0.0673 0.4930 -0.632
C -0.4118 -0.7310 0.0394 -0.035
C 0.4991 -0.4767 -1.1263 -0.268
N 1.0034 -0.4037 0.2307 -0.449
C 1.5929 0.8301 0.4699 0.521
O 2.0804 1.4958 -0.4178 -0.574
H -1.6803 0.0759 1.5856 0.218
H -2.5131 -0.4354 0.1279 0.226
H -1.6121 1.0915 0.1186 0.220
H -0.5541 -1.7954 0.2438 0.202
H 0.7990 -1.3440 -1.7087 0.201
H 0.7153 0.5059 -1.5781 0.240
H 1.6905 1.1199 1.5220 0.129
```

Values from the calculation:
structure (SMILES): C[C@H]1CN1C=O
gap between HOMO and LUMO: 10.7 eV
ΔE to the lowest compared entry with this formula, charge and spin: 49.6 kcal per mole
E_LUMO: 0.03580 Eh
highest occupied orbital energy: -9.706 eV


This record from the Open Molecules 2025 dataset describes an isolated molecule of C4H7NO. The level of theory is ωB97M-V/def2-TZVPD.

```
13
Properties=species:S:1:pos:R:3:nbo_charge:R:1
C 1.8965 0.4347 0.5331 -0.764
C 0.9440 0.4852 -0.5874 0.127
C -1.2758 -1.2612 -0.3385 -0.415
N -1.4536 0.1646 -0.2425 -0.606
C -0.3725 0.9678 -0.3022 0.491
O -0.3451 2.2021 -0.2600 -0.588
H 2.8085 0.9751 0.2882 0.260
H 1.5584 0.7488 1.5220 0.199
H 2.2087 -0.6127 0.5865 0.266
H -0.3058 -1.4319 -0.8416 0.218
H -1.2702 -1.7470 0.6441 0.193
H -2.0480 -1.7121 -0.9629 0.211
H -2.3682 0.5844 -0.2748 0.407
```

Values from the calculation:
gap between HOMO and LUMO: 8.6 eV
ΔE to the lowest compared entry with this formula, charge and spin: 88.0 kcal per mole
E_LUMO: -0.00427 Eh
highest occupied orbital energy: -8.689 eV


This record from the Open Molecules 2025 dataset describes an isolated molecule of C4H7NO at a distorted geometry. The level of theory is ωB97M-V/def2-TZVPD.

```
13
Properties=species:S:1:pos:R:3:nbo_charge:R:1
C -1.2157 -0.2030 0.6058 0.128
C -0.0474 0.6199 -0.2369 0.150
C -1.0552 -0.0349 2.0698 -0.666
C 1.5712 -0.1667 -1.7614 -0.259
N -1.9575 -0.8041 -0.1418 -0.305
O 1.0309 -0.0740 -0.4495 -0.470
H -0.4503 1.1707 -1.0935 0.150
H -1.2131 1.0170 2.3040 0.232
H -0.0415 -0.3052 2.3615 0.231
H -1.7771 -0.6476 2.6046 0.225
H 0.8292 -0.5641 -2.4565 0.196
H 2.4320 -0.8256 -1.6951 0.203
H 1.8945 0.8175 -2.1109 0.184
```

Values from the calculation:
gap between HOMO and LUMO (spin up / spin down): 8.9 / 8.1 eV
ΔE to the lowest compared entry with this formula, charge and spin: 103.2 kcal per mole
E_LUMO (spin up / spin down): 0.01054 / 0.00249 Eh
highest occupied orbital energy (spin up / spin down): -8.622 / -8.079 eV


This record from the Open Molecules 2025 dataset describes an isolated molecule of C4H7NO. The level of theory is ωB97M-V/def2-TZVPD.

```
13
Properties=species:S:1:pos:R:3:nbo_charge:R:1
O -1.6254 -0.7092 0.9537 -0.697
C -1.0187 -0.0314 -0.1024 0.067
C -0.0544 1.1423 0.2240 -0.248
N 1.0340 0.4119 -0.4791 -0.431
C 1.3357 -1.0041 0.0446 -0.417
C 0.1581 -0.7463 -0.8079 -0.105
H -0.9275 -1.1847 1.4299 0.471
H -1.8250 0.2736 -0.7736 0.185
H 0.2002 1.2929 1.2747 0.205
H -0.3576 2.0916 -0.2267 0.209
H 1.1035 -0.9627 1.1206 0.119
H 1.8604 0.7602 -0.9384 0.434
H 0.0552 -1.1372 -1.8203 0.208
```

Values from the calculation:
gap between HOMO and LUMO: 8.5 eV
ΔE to the lowest compared entry with this formula, charge and spin: 114.2 kcal per mole
E_LUMO: 0.03151 Eh
highest occupied orbital energy: -7.682 eV


This record from the Open Molecules 2025 dataset describes an isolated molecule of C4H7NO. The level of theory is ωB97M-V/def2-TZVPD.

```
13
Properties=species:S:1:pos:R:3:nbo_charge:R:1
C -1.5297 -0.2935 0.3837 -0.621
C -0.3298 -0.0770 -0.5287 -0.027
C 0.6248 1.0989 -0.1767 -0.515
C 1.6318 0.0134 0.2467 0.688
O 2.7323 -0.0085 0.7408 -0.586
N 0.7909 -0.9878 -0.1910 -0.638
H -1.8863 -1.3159 0.2501 0.212
H -1.2053 -0.1854 1.4187 0.212
H -2.3938 0.3683 0.2354 0.217
H -0.6433 -0.0900 -1.5817 0.189
H 0.9728 1.6504 -1.0535 0.233
H 0.2910 1.8472 0.5478 0.228
H 1.0085 -1.9610 -0.3330 0.408
```

Values from the calculation:
structure (SMILES): C[C@H]1CC(=O)N1
gap between HOMO and LUMO: 10.7 eV
ΔE to the lowest compared entry with this formula, charge and spin: 18.6 kcal per mole
E_LUMO: 0.03502 Eh
highest occupied orbital energy: -9.767 eV


This record from the Open Molecules 2025 dataset describes an isolated molecule of C4H7NO at a distorted geometry. The level of theory is ωB97M-V/def2-TZVPD.

```
13
Properties=species:S:1:pos:R:3:nbo_charge:R:1
C 1.7953 0.4393 -0.3375 -0.412
N 0.3656 0.4241 -0.5970 -0.371
C -0.4879 1.0065 0.3974 -0.224
C -0.4847 -0.4846 0.1951 -0.285
C -1.5926 -1.2266 -0.3914 0.406
O -2.0848 -1.9636 0.4589 -0.545
H 2.2161 1.4232 -0.5802 0.202
H 2.2724 -0.3071 -0.9773 0.205
H 2.0152 0.2043 0.7124 0.177
H -0.0184 1.3340 1.3310 0.191
H -1.3116 1.6304 0.0595 0.199
H -0.7685 -1.2925 1.1169 0.300
H -1.9687 -1.2313 -1.4157 0.156
```

Values from the calculation:
structure (SMILES): CN1C[C@H]1C=O
gap between HOMO and LUMO: 10.5 eV
ΔE to the lowest compared entry with this formula, charge and spin: 98.1 kcal per mole
E_LUMO: 0.02834 Eh
highest occupied orbital energy: -9.729 eV


This record from the Open Molecules 2025 dataset describes an isolated molecule of C4H7NO. The level of theory is ωB97M-V/def2-TZVPD.

```
13
Properties=species:S:1:pos:R:3:nbo_charge:R:1
O 1.2294 1.9771 0.4614 -0.525
C 1.7517 0.9579 0.0671 0.444
C 1.0075 -0.3365 -0.0944 -0.523
C -0.3944 -0.2248 0.4466 -0.098
C -1.5264 0.0778 -0.4446 -0.244
N -1.2711 -1.2917 -0.0195 -0.594
H 2.8283 0.9429 -0.1972 0.109
H 1.5876 -1.1617 0.3520 0.234
H 0.9462 -0.5796 -1.1660 0.243
H -0.5207 0.3064 1.3840 0.213
H -1.3142 0.3581 -1.4687 0.190
H -2.3705 0.5844 0.0204 0.193
H -1.9533 -1.6103 0.6590 0.359
```

Values from the calculation:
structure (SMILES): O=CC[C@H]1CN1
gap between HOMO and LUMO: 10.8 eV
ΔE to the lowest compared entry with this formula, charge and spin: 50.7 kcal per mole
E_LUMO: 0.04055 Eh
highest occupied orbital energy: -9.648 eV


This record from the Open Molecules 2025 dataset describes a cluster of 2 separate species, C4H7NO in total at a distorted geometry. The level of theory is ωB97M-V/def2-TZVPD.

```
13
Properties=species:S:1:pos:R:3:nbo_charge:R:1
N 1.7236 -1.1418 2.2549 -0.320
C 0.8914 -0.6499 1.6175 0.279
C -0.1014 -0.0335 0.7660 -0.380
C 0.4330 0.5521 -0.5436 -0.397
C -0.0396 1.4568 0.5331 -0.380
H -1.0961 -0.4670 0.8661 0.253
H -0.1559 0.4860 -1.4515 0.252
H 1.5005 0.4093 -0.6830 0.231
H -1.0110 1.9120 0.3667 0.228
H 0.6680 2.0409 1.1066 0.232
O -1.3085 -1.4435 -1.7437 -0.935
H -0.5389 -1.7380 -2.2452 0.468
H -0.9652 -1.3833 -0.8440 0.468
```

Values from the calculation:
structure (SMILES): N#CC1CC1.O
gap between HOMO and LUMO: 11.8 eV
ΔE to the lowest compared entry with this formula, charge and spin: 45.1 kcal per mole
E_LUMO: 0.02850 Eh
highest occupied orbital energy: -10.977 eV


Q: Which of these has the lowest ΔE to the lowest compared entry with this formula, charge and spin?
A: number 6


Q: Look up the ΔE to the lowest compared entry with this formula, charge and spin of the first one.
A: 130.0 kcal per mole


Q: Which of these has the highest ΔE to the lowest compared entry with this formula, charge and spin?
A: number 1


Repeat the sixth record exactly.
This record from the Open Molecules 2025 dataset describes an isolated molecule of C4H7NO. The level of theory is ωB97M-V/def2-TZVPD.

```
13
Properties=species:S:1:pos:R:3:nbo_charge:R:1
C -1.5297 -0.2935 0.3837 -0.621
C -0.3298 -0.0770 -0.5287 -0.027
C 0.6248 1.0989 -0.1767 -0.515
C 1.6318 0.0134 0.2467 0.688
O 2.7323 -0.0085 0.7408 -0.586
N 0.7909 -0.9878 -0.1910 -0.638
H -1.8863 -1.3159 0.2501 0.212
H -1.2053 -0.1854 1.4187 0.212
H -2.3938 0.3683 0.2354 0.217
H -0.6433 -0.0900 -1.5817 0.189
H 0.9728 1.6504 -1.0535 0.233
H 0.2910 1.8472 0.5478 0.228
H 1.0085 -1.9610 -0.3330 0.408
```

Values from the calculation:
structure (SMILES): C[C@H]1CC(=O)N1
gap between HOMO and LUMO: 10.7 eV
ΔE to the lowest compared entry with this formula, charge and spin: 18.6 kcal per mole
E_LUMO: 0.03502 Eh
highest occupied orbital energy: -9.767 eV